1.
{
  "formula": "C37H48FN5O8PS",
  "method": "ωB97M-V/def2-TZVPD",
  "homo_lumo_gap_ev": 7.5,
  "multiplicity": 1,
  "charge": 1,
  "e_homo_ev": -10.14,
  "max_force_ev_per_a": 1.6,
  "species": ["S", "P", "F", "O", "O", "O", "O", "O", "O", "O", "O", "N", "N", "N", "N", "N", "C", "C", "C", "C", "C", "C", "C", "C", "C", "C", "C", "C", "C", "C", "C", "C", "C", "C", "C", "C", "C", "C", "C", "C", "C", "C", "C", "C", "C", "C", "C", "C", "C", "C", "C", "C", "C", "H", "H", "H", "H", "H", "H", "H", "H", "H", "H", "H", "H", "H", "H", "H", "H", "H", "H", "H", "H", "H", "H", "H", "H", "H", "H", "H", "H", "H", "H", "H", "H", "H", "H", "H", "H", "H", "H", "H", "H", "H", "H", "H", "H", "H", "H", "H", "H"],
  "xyz": [[1.24753, -5.30413, 1.29359], [-1.81034, 2.74101, -2.32489], [0.41503, 1.25759, 3.08059], [2.18864, -4.39590, 1.88230], [-2.89286, 1.49812, -2.13043], [1.61856, -6.79026, 1.67125], [2.51126, 2.60037, 2.03933], [-2.16352, 3.50277, 0.33626], [-2.76388, 4.06502, -2.36351], [0.98314, -5.22474, -0.11137], [0.89727, 2.47865, 0.52999], [0.78177, -1.46814, -3.78703], [1.22357, 5.55705, -2.17700], [-0.08113, -1.44026, 3.52299], [-1.04343, 1.16318, 1.27868], [-4.75342, -0.15261, 3.68846], [0.23476, -2.72514, -3.87380], [0.05768, 0.79520, -1.02892], [-1.12458, 3.04371, -0.55387], [1.23273, -3.65152, -3.72780], [-0.96182, -1.05896, 2.70460], [4.65056, -0.75272, -0.95725], [3.79999, 1.45919, -0.58099], [-5.11673, -1.31343, 3.15350], [3.81533, -1.23788, 0.02873], [-3.43304, 0.27532, 1.72921], [-0.30097, 5.35112, 0.14948], [-0.26151, -5.21695, 2.19369], [2.44188, -2.93123, -3.54548], [-0.02814, -0.26661, -3.93545], [0.48902, 4.47333, -1.92298], [2.09545, 1.99211, 1.08676], [-0.26376, 1.83982, 0.05652], [-0.74470, 3.26337, 2.86571], [2.96991, -0.38271, 0.70481], [0.71007, 1.01624, -3.60008], [4.07000, -6.92589, 1.35801], [-4.67396, -1.76516, 1.91140], [1.21376, 6.52793, -1.27549], [-3.08891, 2.59197, 0.89689], [2.13621, -1.59478, -3.59307], [-0.78021, 1.77386, 2.64768], [-0.27758, 4.30125, -0.77170], [-0.63803, -0.31041, 1.41184], [-2.53839, 1.18510, 0.91778], [-4.47505, 2.64300, 0.22273], [1.09615, 1.15553, -2.11486], [-3.82037, -0.95244, 1.18844], [0.45962, 6.47722, -0.10565], [-3.93553, 0.62024, 2.98241], [4.65159, 0.60244, -1.25173], [2.70403, -7.43107, 0.94858], [2.93857, 0.97018, 0.38754], [-0.62092, -4.19426, 2.10267], [-3.81815, 1.75018, -2.04040], [1.10340, -4.72028, -3.76179], [-3.45390, -1.25142, 0.21198], [5.32487, -1.40965, -1.48877], [-2.59185, 0.79511, -0.09901], [-1.68337, 3.76366, 2.67206], [-3.68109, 3.86784, -2.58167], [4.21074, -5.88182, 1.08354], [-4.40977, 3.37239, -0.58202], [-0.06178, -5.45093, 3.23570], [1.60095, 2.10167, -1.93071], [3.82527, -2.29094, 0.27682], [-0.85831, 0.39151, -1.46701], [-0.82173, -2.84453, -4.05315], [2.36064, -0.78701, 1.49920], [0.84673, -1.09966, 3.26953], [0.08817, 3.73178, 2.35158], [0.43829, -0.32326, 1.32493], [1.82889, 7.39578, -1.48213], [2.78634, -0.74145, -3.50765], [-1.07718, -0.85393, 0.57897], [1.66462, 0.98213, -4.13381], [-5.80143, -1.92261, 3.73111], [0.19440, 1.88016, -4.00894], [-1.54891, 1.34728, 3.29510], [4.20386, -7.00824, 2.43612], [-0.97028, -5.91645, 1.75962], [0.53887, 3.70803, -2.68807], [2.59540, -8.48581, 1.18828], [4.83702, -7.51755, 0.85888], [1.89360, 0.42403, -1.99443], [-0.91375, 5.31861, 1.03465], [-4.75318, 1.69031, -0.22899], [-1.98111, -1.37269, 2.90727], [-5.00841, -2.72099, 1.53400], [5.31639, 1.01358, -1.99987], [-0.54171, 3.36530, 3.93496], [-0.35310, -0.20519, -4.97812], [2.53120, -7.31451, -0.12179], [0.47494, 7.31456, 0.57867], [-3.25339, 2.95669, 1.91175], [3.41931, -3.36474, -3.41566], [-3.66679, 1.56313, 3.44936], [-0.93898, -0.39914, -3.34823], [3.80643, 2.51696, -0.81551], [0.50204, -0.06916, -0.55107], [-5.24549, 2.96653, 0.91562]]
}

2.
{
  "formula": "C37H48N4PS5Zr",
  "method": "ωB97M-V/def2-TZVPD",
  "homo_lumo_gap_ev": 6.1,
  "multiplicity": 1,
  "charge": 1,
  "e_homo_ev": -9.10,
  "max_force_ev_per_a": 2.6,
  "species": ["Zr", "S", "S", "S", "S", "S", "P", "N", "N", "N", "N", "C", "C", "C", "C", "C", "C", "C", "C", "C", "C", "C", "C", "C", "C", "C", "C", "C", "C", "C", "C", "C", "C", "C", "C", "C", "C", "C", "C", "C", "C", "C", "C", "C", "C", "C", "C", "C", "H", "H", "H", "H", "H", "H", "H", "H", "H", "H", "H", "H", "H", "H", "H", "H", "H", "H", "H", "H", "H", "H", "H", "H", "H", "H", "H", "H", "H", "H", "H", "H", "H", "H", "H", "H", "H", "H", "H", "H", "H", "H", "H", "H", "H", "H", "H", "H"],
  "xyz": [[1.06978, 0.35021, 0.75282], [3.13831, 0.29814, -1.00505], [2.22594, -0.01339, 3.05229], [1.67168, -5.89626, 4.54198], [-0.72814, 1.58923, 2.25527], [2.75603, 2.48699, 1.40665], [-1.52991, -0.85903, -1.31917], [-0.25886, -0.33934, -0.59243], [0.81488, -1.80877, 1.50687], [0.20970, -6.76585, 2.53282], [0.72350, 2.25027, -0.36157], [-3.17764, 1.34009, -0.80381], [1.58027, 2.47593, 6.07690], [1.40505, 3.53970, -2.25514], [-1.67763, 1.61394, -2.69458], [-0.35868, 2.66103, 4.69934], [5.70909, 3.22999, -1.95817], [4.11094, 1.80557, -0.88623], [1.47768, -2.79944, 0.90692], [1.33943, 2.34030, -1.56031], [0.30006, 2.97787, 5.86648], [0.14937, -2.10264, 2.63856], [-0.60811, -1.16424, -4.02204], [-2.64549, -1.15756, 1.22192], [3.84614, 2.76523, 0.09740], [-2.17307, -2.91995, -3.31454], [-3.71277, 0.21042, -2.99333], [0.15014, -2.82845, -2.39019], [0.10994, -3.36618, 3.18459], [-1.06201, -1.99942, -2.82023], [-2.68585, -1.88669, -0.12456], [5.04416, 2.02194, -1.88572], [0.09360, 3.32265, 0.13705], [-2.06600, -3.26966, 0.10317], [-0.49160, 3.26590, 1.52157], [2.14708, 1.61284, 5.17208], [-4.13626, -2.08380, -0.55134], [0.05297, 4.52901, -0.55010], [0.22802, 1.81618, 3.76058], [5.43027, 4.21720, -1.01981], [0.77858, -4.41021, 2.53740], [0.82262, -5.74775, 3.14996], [1.47340, 1.21939, 4.00574], [-2.60507, 0.60068, -2.01815], [4.53276, 3.98380, -0.00162], [1.47132, -4.10631, 1.36518], [0.74082, 4.64753, -1.74910], [1.89991, 1.06923, -2.12828], [-4.20829, -2.60513, -1.50070], [-2.51337, -3.72656, 0.98830], [5.91939, 5.17751, -1.08742], [-0.94100, 1.95534, -1.97608], [1.95722, 3.60584, -3.17980], [-4.05222, 0.85174, -0.38660], [4.34249, 4.73774, 0.74796], [2.00437, -4.86785, 0.82115], [2.03067, -2.52670, 0.00986], [-0.47991, 5.36916, -0.13446], [0.93214, -2.16976, -2.00535], [-2.92911, -1.83674, 2.02696], [-4.34635, 1.07604, -3.18481], [0.54364, -3.36608, -3.25295], [0.18752, -0.47283, -3.75268], [-4.63677, -2.70245, 0.19433], [-2.26046, 2.47564, -3.02158], [0.75681, 5.58619, -2.27898], [-0.21069, -1.83295, -4.78758], [-1.33796, 3.06638, 4.49312], [-0.16830, 3.61488, 6.59862], [-2.45553, -3.66204, -2.57801], [-3.05312, -2.36198, -3.61353], [6.43926, 3.40029, -2.73212], [-3.32126, -0.30981, 1.25971], [-3.30144, -0.09768, -3.95000], [-4.34108, -0.58504, -2.61128], [-0.33054, -6.63800, 1.69218], [-0.41683, -3.54911, 4.10866], [-2.26332, -3.94288, -0.72593], [-3.48002, 2.34749, -1.09248], [3.13782, 1.21201, 5.32547], [-0.35076, -1.27562, 3.13915], [-1.63026, -0.79369, 1.39947], [0.21519, -7.66994, 2.97723], [2.39008, 1.24717, -3.08759], [2.13639, 2.75824, 6.95534], [-2.40957, 1.42421, -0.02825], [-0.99259, -3.19431, 0.26339], [0.18243, 3.79648, 2.20386], [-4.67192, -1.14116, -0.60830], [-0.09992, -3.55818, -1.62718], [-1.81587, -3.45643, -4.19238], [-1.46933, 3.75188, 1.54642], [-1.16542, 1.22160, -3.56320], [1.08829, 0.32852, -2.20464], [5.23324, 1.23812, -2.60206], [-1.43011, -0.61586, -4.47328]]
}

3.
{
  "formula": "C37H49AsN6S2Ti",
  "method": "ωB97M-V/def2-TZVPD",
  "homo_lumo_gap_ev": [7.0, 7.0],
  "multiplicity": 2,
  "charge": 1,
  "e_homo_ev": [-10.36, -10.43],
  "s_squared": 0.75,
  "max_force_ev_per_a": 2.6,
  "species": ["As", "Ti", "S", "S", "N", "N", "N", "N", "N", "N", "C", "C", "C", "C", "C", "C", "C", "C", "C", "C", "C", "C", "C", "C", "C", "C", "C", "C", "C", "C", "C", "C", "C", "C", "C", "C", "C", "C", "C", "C", "C", "C", "C", "C", "C", "C", "C", "H", "H", "H", "H", "H", "H", "H", "H", "H", "H", "H", "H", "H", "H", "H", "H", "H", "H", "H", "H", "H", "H", "H", "H", "H", "H", "H", "H", "H", "H", "H", "H", "H", "H", "H", "H", "H", "H", "H", "H", "H", "H", "H", "H", "H", "H", "H", "H", "H"],
  "xyz": [[-0.83021, 3.86677, 1.67490], [-0.37008, 0.42057, -0.27983], [-1.46520, 0.39810, 1.86453], [0.31495, 2.98409, 0.17395], [-0.29340, -1.69394, -0.47786], [1.49413, 0.90025, -1.38258], [-1.45575, 0.24746, -2.12205], [-0.47841, -0.88905, 3.98050], [1.07018, -0.45493, 2.34414], [1.26017, 0.02762, 1.05545], [0.04577, 3.49056, 3.42527], [-0.50355, -1.92269, -1.73017], [5.78738, 0.66366, 3.33123], [-2.77084, 3.55035, 1.71407], [-1.65171, -3.14746, 0.84674], [2.65390, 0.74954, -0.73545], [-1.07347, -0.98251, -4.02712], [2.59389, -2.64291, -0.98533], [3.92861, 1.10959, -2.75823], [-1.92380, 0.93332, -3.22146], [-2.92962, 2.08880, -3.21730], [-0.96487, -0.91471, -2.62768], [2.18199, -3.51985, 0.17322], [1.47903, 1.17174, -2.69804], [2.68458, 1.32284, -3.37180], [2.99995, -3.22501, 1.47116], [-0.72774, -5.02181, 2.03520], [-2.89515, -2.40773, 0.37135], [-4.37485, 1.52281, -3.26966], [-2.85910, 3.01226, -4.46705], [-2.73334, 2.89844, -1.89588], [3.62185, 0.34573, 1.56585], [4.66394, 1.49005, 3.42101], [-3.98691, -2.26033, 1.46899], [-1.81449, -4.23696, 1.71631], [-3.49991, -3.03952, -0.88814], [5.77007, -0.38765, 2.46279], [-1.67186, 0.22820, -4.38931], [0.75365, -3.64529, 0.65483], [0.50860, -4.74393, 1.47454], [4.70217, -0.53730, 1.59761], [-0.18401, -0.43170, 2.72002], [3.55924, 1.27778, 2.59356], [-0.34682, -2.80028, 0.42903], [3.87459, 0.87018, -1.39947], [-0.68789, 5.74492, 1.43764], [2.48183, 0.31293, 0.65352], [-0.90438, 6.28977, 2.34059], [2.31377, -1.63492, -0.95233], [0.53554, 1.19216, -3.22108], [-3.55094, 3.57301, -1.74171], [4.03833, -3.25697, 1.18691], [2.69612, 1.96082, 2.61411], [-2.62622, -1.36323, 0.08691], [-0.35619, -2.97089, -2.16465], [-0.36814, 4.08454, 4.23162], [-4.53030, 0.97865, -4.18708], [4.86596, 1.11021, -3.31341], [1.32429, -5.45021, 1.67236], [-1.89267, 0.58552, -5.36480], [2.05266, -2.99010, -1.90108], [-1.33530, 6.04557, 0.65414], [2.41053, -4.54771, -0.13426], [-5.06781, 2.36185, -3.24999], [0.34565, 5.87908, 1.12696], [-1.77609, 3.43157, -1.85358], [2.63853, 1.50019, -4.44166], [1.09499, 3.72407, 3.29706], [3.64677, -2.80140, -1.15566], [-4.42278, -2.51964, -1.18315], [-4.46725, -3.22002, 1.69766], [-3.21924, 4.48439, 2.10634], [-4.74524, -1.54400, 1.20337], [-3.25219, 2.50523, -5.39427], [-3.45905, 3.94544, -4.32949], [-1.42971, -1.19956, 4.02939], [4.54875, 2.20510, 4.23104], [-2.80626, -4.50866, 1.99990], [-0.79540, -1.80331, -4.65944], [-3.13979, 3.33622, 0.68971], [-0.80832, -5.90071, 2.68827], [6.75030, 0.95046, 3.88396], [-3.70188, -4.08639, -0.80142], [6.56475, -1.08079, 2.30258], [-0.08371, 2.41361, 3.70489], [-3.58282, -2.04856, 2.49060], [4.83791, -1.30740, 0.88090], [0.31319, -1.43520, 4.43790], [-4.57735, 0.80619, -2.45659], [-2.82179, -3.01386, -1.69956], [4.81018, 0.63142, -0.86968], [2.69311, -2.31839, 1.92777], [-2.94812, 2.73804, 2.38319], [2.81322, -4.04624, 2.16649], [-1.80041, 3.34157, -4.65170], [-2.76264, 2.25051, -1.02102]]
}